{
  "formula": "C3H11NOS",
  "method": "ωB97M-V/def2-TZVPD",
  "species": ["C", "C", "S", "H", "H", "H", "H", "H", "H", "N", "C", "O", "H", "H", "H", "H", "H"],
  "coordinates": [[2.019, -1.117, 0.767], [0.550, -1.467, 0.467], [-0.604, -0.566, 1.571], [2.166, -0.068, 0.545], [2.247, -1.324, 1.814], [2.604, -1.819, 0.166], [0.298, -2.503, 0.589], [0.325, -1.173, -0.555], [0.002, -0.912, 2.715], [-0.843, 2.220, -0.478], [-0.916, 1.253, -1.535], [-1.781, 0.124, -1.275], [-0.792, 1.693, 0.394], [-1.702, 2.759, -0.405], [0.066, 0.795, -1.613], [-1.175, 1.684, -2.499], [-2.464, 0.420, -0.666]],
  "atomic_forces_ev_per_a": [[-1.07, -1.12, 0.05], [0.26, 0.85, 0.51], [-0.01, -0.03, -0.23], [0.43, 0.06, -0.11], [0.07, 0.16, -0.02], [0.39, 0.51, -0.09], [0.23, -0.59, -0.07], [-0.34, 0.00, 0.07], [0.03, 0.00, 0.00], [-0.71, -0.14, 0.14], [0.22, -0.70, 0.26], [0.03, 0.34, -0.06], [0.40, 0.23, 0.01], [0.10, 0.09, -0.22], [0.21, 0.04, -0.24], [-0.10, 0.32, 0.07], [-0.14, -0.03, -0.05]],
  "orbital_gap_ev": 9.89,
  "homo_ev": -9.1361,
  "smiles": "CCS.NCO"
}


{
  "formula": "CF3O2S",
  "method": "ωB97M-V/def2-TZVPD",
  "species": ["C", "O", "O", "F", "F", "F", "S"],
  "coordinates": [[1.171, -0.072, 0.161], [-0.780, -1.371, -0.988], [-2.763, 1.471, -0.346], [1.701, 0.261, -1.066], [1.387, 1.040, 0.936], [-0.839, -0.904, 1.473], [-0.659, -0.259, -0.093]],
  "atomic_forces_ev_per_a": [[0.88, 1.26, -0.38], [-0.12, -0.31, -0.34], [0.62, -0.65, 0.08], [-0.21, -0.38, 0.68], [-0.07, -0.79, -0.24], [0.16, 0.67, -1.37], [-1.26, 0.20, 1.56]],
  "charge": -1,
  "orbital_gap_ev": [7.65, 5.49],
  "homo_ev": [-3.6389, -3.5933]
}


{
  "formula": "C5H13N2",
  "method": "ωB97M-V/def2-TZVPD",
  "species": ["N", "C", "N", "H", "H", "H", "H", "H", "C", "C", "C", "C", "H", "H", "H", "H", "H", "H", "H", "H"],
  "coordinates": [[0.336, 2.735, 0.163], [0.211, 2.101, -0.984], [1.208, 1.652, -1.705], [1.254, 2.781, 0.595], [-0.419, 2.670, 0.833], [-0.793, 1.849, -1.303], [0.978, 1.150, -2.552], [2.132, 1.490, -1.329], [-1.688, -0.840, -0.437], [-1.066, -1.241, 0.934], [-0.127, -2.349, 0.798], [1.166, -2.366, 1.358], [-2.199, -1.686, -0.893], [-2.420, -0.057, -0.242], [-0.977, -0.443, -1.157], [-1.884, -1.488, 1.628], [-0.563, -0.367, 1.355], [-0.452, -3.215, 0.225], [1.862, -3.153, 1.085], [1.582, -1.523, 1.897]],
  "atomic_forces_ev_per_a": [[0.46, -0.97, 0.22], [0.03, -0.35, 0.52], [-0.43, -0.41, 0.03], [-0.01, 0.42, -0.10], [-0.26, 0.58, -0.23], [-0.04, 0.49, -0.29], [0.16, 0.17, -0.15], [0.17, 0.53, -0.15], [-0.52, -0.20, 0.30], [0.70, 0.84, -0.67], [-0.57, -0.06, 0.44], [0.52, 0.05, -0.74], [-0.08, 0.06, -0.06], [-0.12, -0.12, -0.03], [0.31, -0.24, 0.13], [-0.03, -0.35, -0.06], [0.02, -0.16, 0.30], [0.07, -0.06, 0.02], [-0.13, -0.18, 0.25], [-0.27, -0.03, 0.29]],
  "charge": 2,
  "orbital_gap_ev": [11.15, 7.42],
  "homo_ev": [-19.5572, -19.5596],
  "s2": 0.7523,
  "multiplicity": 2
}